Entry 1:
Density functional theory data (ωB97M-V/def2-TZVPD) for the molecule C30H35FN4O9S3 at a distorted geometry.

Geometry (Å):
C (-0.92740, -3.47860, 5.34539)
C (0.22544, -3.45096, 4.26894)
C (1.06779, -4.67478, 4.20848)
C (2.14065, -4.72625, 3.20610)
C (2.34834, -3.57874, 2.32236)
C (1.51464, -2.34634, 2.34999)
C (1.85661, -1.24900, 1.30753)
C (0.76698, -0.86971, 0.26063)
C (0.95727, 0.44823, -0.37769)
C (2.18153, 1.39002, -0.08499)
C (3.08088, 1.58815, -1.41430)
C (3.43590, 3.13498, -1.54789)
S (4.15435, 3.82025, 0.02325)
C (3.77631, 5.63051, 0.08189)
S (4.95569, 6.77217, 0.01213)
N (2.36904, 5.98457, 0.23109)
C (2.12573, 6.93940, 1.34130)
C (2.04481, 8.45191, 0.91686)
O (1.14563, 8.67483, -0.20494)
C (1.77180, 7.97404, -1.29704)
C (1.74626, 6.42296, -1.04658)
C (-0.02980, 1.00465, -1.38921)
C (0.10094, 2.40075, -2.05073)
O (0.44787, 2.54214, -3.19433)
N (-0.22932, 3.63276, -1.28574)
C (-1.22750, 3.28737, -0.29499)
O (-0.91849, 2.99217, 0.82126)
F (-2.56856, 3.32073, -0.59604)
C (-1.15658, 0.16724, -1.74142)
C (-2.16034, 0.73366, -2.83535)
O (-1.50461, 0.64943, -4.11807)
O (-0.59872, -0.38886, -4.13863)
C (-1.38847, -1.19490, -1.12556)
N (-2.54870, -1.82520, -1.58264)
C (-2.64925, -3.02743, -0.96429)
C (-3.93716, -3.88541, -1.31663)
C (-3.59716, -5.30459, -1.94330)
C (-4.52508, -6.39345, -1.25102)
S (-3.61355, -7.87542, -0.66047)
O (-4.46092, -9.03609, -0.95633)
O (-2.27506, -8.01408, -1.21043)
O (-3.56352, -7.78685, 1.00366)
C (-1.68789, -3.62927, 0.00454)
O (-1.92702, -4.89850, 0.55814)
N (-0.58180, -2.98667, 0.41029)
C (-0.42015, -1.72077, -0.14187)
C (0.44121, -2.30476, 3.35042)
H (-1.09806, -2.49189, 5.84341)
H (-0.61235, -4.22806, 6.13283)
H (-1.84055, -3.91713, 4.86020)
H (0.92265, -5.55670, 4.87270)
H (2.82765, -5.60320, 3.06115)
H (3.16604, -3.64203, 1.55158)
H (2.83738, -1.49118, 0.80367)
H (2.06595, -0.31141, 1.91013)
H (1.73570, 2.38022, 0.23554)
H (2.88624, 1.00625, 0.68881)
H (4.05546, 1.04026, -1.24945)
H (2.56081, 1.20289, -2.33453)
H (2.48418, 3.68430, -1.77511)
H (4.17951, 3.29870, -2.38246)
H (2.86919, 6.77399, 2.17161)
H (1.11474, 6.67493, 1.77995)
H (3.04066, 8.89698, 0.61728)
H (1.65734, 9.08820, 1.76002)
H (2.80085, 8.37715, -1.54567)
H (1.13987, 8.19972, -2.20834)
H (0.70449, 6.00248, -1.10862)
H (2.34383, 5.95380, -1.88902)
H (0.61930, 3.84847, -0.74596)
H (-3.14835, 0.20376, -2.81942)
H (-2.37535, 1.83060, -2.67200)
H (-0.43663, -0.66238, -5.06252)
H (-4.52657, -3.93276, -0.35302)
H (-4.57934, -3.27804, -2.02198)
H (-2.51877, -5.54761, -1.76118)
H (-3.74310, -5.28761, -3.06264)
H (-5.11768, -6.00164, -0.37771)
H (-5.27286, -6.73600, -2.01207)
H (-3.96147, -6.94690, 1.30402)
H (-2.72527, -4.75028, 1.10778)
H (-0.21411, -1.39421, 3.42726)

Cartesian forces (eV/Å) of the 3 atoms listed first:
1.02 -0.72 -0.46
1.09 -0.48 -0.66
0.75 2.17 -2.16

Output
structure (SMILES)	Cc1cccc(Cc2c(CCCSC(=S)N3CCOCC3)c(C(=O)NC(=O)F)c(COO)c3nc(CCCS(=O)(=O)O)c(O)nc23)c1
HOMO level	-8.57	eV
multiplicity	1
HOMO-LUMO gap	7.65	eV
F_max	4.81	eV/A
LUMO level	-0.9	eV

***

Entry 2:
Density functional theory data (ωB97M-V/def2-TZVPD) for C30H36BN4O4STc as an isolated structure.

Geometry (Å):
Tc (0.64676, 0.82163, 0.43652)
O (0.67733, 0.81881, 2.48317)
N (1.85093, 1.01182, 3.11536)
C (1.80226, 0.96901, 4.46464)
C (2.92573, 1.15680, 5.21435)
C (4.13674, 1.39619, 4.55318)
C (4.16116, 1.43407, 3.18521)
C (2.99133, 1.23798, 2.42870)
S (2.98309, 1.24399, 0.71494)
H (0.81687, 0.77730, 4.85993)
H (2.85906, 1.11723, 6.29076)
H (5.04660, 1.54987, 5.11700)
H (5.07557, 1.61490, 2.63880)
O (-1.96208, 1.40460, -6.01981)
C (-0.60265, 1.06060, -5.84073)
C (-0.27851, 1.05666, -4.37442)
C (1.03906, 0.99162, -3.94398)
C (1.30227, 0.93860, -2.59131)
N (0.33800, 0.95359, -1.66870)
C (-0.94037, 1.07060, -2.07410)
C (-1.27824, 1.10763, -3.41640)
C (-1.94454, 1.19902, -0.99212)
C (-3.27358, 1.51896, -1.22063)
C (-4.13495, 1.67691, -0.14592)
C (-5.59766, 1.97566, -0.35495)
O (-6.41622, 0.90491, 0.08801)
C (-3.62204, 1.52619, 1.13596)
C (-2.28860, 1.20923, 1.29136)
N (-1.47627, 1.02459, 0.25057)
H (-2.15863, 1.42259, -6.96032)
H (0.06176, 1.76570, -6.35037)
H (-0.39677, 0.05959, -6.23888)
H (1.86162, 0.98188, -4.64683)
H (2.31473, 0.88695, -2.21903)
H (-2.30629, 1.18255, -3.73238)
H (-3.63868, 1.66618, -2.22740)
H (-5.78468, 2.21744, -1.40558)
H (-5.89043, 2.83713, 0.24461)
H (-6.19673, 0.11506, -0.41748)
H (-4.25291, 1.65637, 2.00463)
H (-1.83087, 1.10217, 2.26513)
B (0.07601, 5.53975, 0.12339)
C (0.29179, 3.99440, 0.30505)
N (0.45212, 2.85579, 0.42840)
H (1.17229, 6.03832, 0.00880)
H (-0.50689, 5.93050, 1.11087)
H (-0.59490, 5.67316, -0.87925)
C (3.69576, -2.01642, 1.37881)
C (3.29418, -2.58186, 0.01257)
C (3.40555, -1.59325, -1.14428)
C (1.93208, -3.23407, 0.11896)
C (1.90646, -4.62333, 0.06277)
C (0.74666, -5.35222, 0.24468)
C (-0.41671, -4.65679, 0.50976)
C (-0.45166, -3.26844, 0.57332)
C (-1.79132, -2.63191, 0.86974)
C (-2.31847, -1.90995, -0.37330)
C (-1.76494, -1.79499, 2.14898)
C (0.72974, -2.51702, 0.35134)
O (0.70425, -1.17724, 0.36157)
H (4.61925, -1.43615, 1.31853)
H (3.84366, -2.83657, 2.08413)
H (2.91281, -1.37189, 1.77375)
H (3.99701, -3.39062, -0.20828)
H (2.66953, -0.80533, -1.03819)
H (3.22601, -2.10572, -2.09271)
H (4.39996, -1.14193, -1.17667)
H (2.84098, -5.14226, -0.12055)
H (0.75279, -6.43299, 0.19567)
H (-1.34077, -5.19945, 0.67786)
H (-2.48340, -3.45629, 1.06483)
H (-1.53891, -1.29266, -0.81271)
H (-3.18619, -1.28401, -0.14211)
H (-2.61449, -2.64317, -1.12595)
H (-0.99688, -1.02611, 2.12035)
H (-1.54414, -2.44174, 3.00056)
H (-2.73841, -1.33007, 2.32779)

Cartesian forces (eV/Å) of the 3 atoms listed first:
0.30 -0.22 0.21
-0.03 -0.02 -0.08
0.03 0.01 0.01

Output
relative energy (zero: lowest compared OMol25 entry of this formula, charge and spin)	1.9	kcal per mole
HOMO level (spin up / spin down)	-7.21 / -7.48	eV
multiplicity	3
HOMO-LUMO gap (spin up / spin down)	6.36 / 6.36	eV
F_max	0.43	eV/A
LUMO level (spin up / spin down)	-0.9 / -1.1	eV